P:
# C35H36N5O2S3Zr

A structure of composition C35H36N5O2S3Zr (ωB97M-V/def2-TZVPD, the OMol25 dataset).

Output
LUMO energy = -2.79 eV
Net charge = +1
Orbital gap = 0.2900 Ha

Atoms and positions in Å:
Zr1 1.9262 0.3247 -0.6767
C1 -0.3482 -0.7602 1.2678
N1 1.0542 -1.1387 0.9708
C2 1.8309 -1.1632 2.2263
C3 1.0456 -2.4885 0.3718
C4 0.4444 -2.4132 -1.0113
C5 -0.1827 -3.5260 -1.5499
C6 -0.6887 -3.4804 -2.8407
C7 -0.5617 -2.3161 -3.5746
C8 0.0561 -1.2036 -3.0128
C9 0.5774 -1.2020 -1.7133
H1 -0.7846 -1.4789 1.9690
H2 -0.9332 -0.7682 0.3514
H3 -0.3752 0.2299 1.7017
H4 1.3820 -1.8537 2.9462
H5 1.8470 -0.1696 2.6697
H6 2.8533 -1.4813 2.0185
H7 0.4970 -3.1892 1.0108
H8 2.0828 -2.8349 0.3219
H9 -0.2806 -4.4276 -0.9547
H10 -1.1856 -4.3445 -3.2627
H11 -0.9544 -2.2646 -4.5822
H12 0.1061 -0.3146 -3.6266
C10 -5.9269 0.0684 4.0707
C11 -5.5224 1.4929 3.6642
C12 -6.2796 2.5072 4.5334
C13 -5.9257 1.7089 2.2067
C14 -4.0195 1.6637 3.8784
C15 -3.4844 1.4974 5.1725
C16 -2.1388 1.6183 5.4408
C17 -1.2828 1.9179 4.3822
S1 0.4364 2.1065 4.3668
C18 0.3457 2.4153 2.6412
N2 -0.8316 2.3871 2.1286
C19 -1.7882 2.1003 3.0933
C20 -3.1560 1.9732 2.8446
C21 1.5789 2.7169 1.8808
C22 2.2912 3.8372 2.2850
C23 3.3860 4.3086 1.5635
C24 3.7664 3.6494 0.4094
C25 3.0689 2.5024 0.0440
C26 1.9755 1.9650 0.7550
H13 -7.0020 -0.0663 3.9389
H14 -5.6904 -0.1357 5.1151
H15 -5.4115 -0.6713 3.4552
H16 -7.3550 2.3929 4.3874
H17 -6.0043 3.5290 4.2674
H18 -6.0697 2.3666 5.5938
H19 -7.0048 1.5821 2.1126
H20 -5.4475 0.9835 1.5455
H21 -5.6809 2.7143 1.8601
H22 -4.1456 1.2642 5.9967
H23 -1.7615 1.4845 6.4455
H24 -3.5139 2.1273 1.8368
H25 1.9605 4.3767 3.1648
H26 3.9155 5.1931 1.8891
H27 4.5958 4.0036 -0.1869
H28 3.4373 2.0382 -0.8776
N3 2.6124 -4.8099 -6.1566
C27 2.9995 -3.8912 -5.2200
C28 3.6942 -2.7342 -5.6050
C29 4.0453 -1.7889 -4.6687
C30 3.6840 -1.9799 -3.3344
C31 3.0078 -3.1262 -2.9310
C32 2.6749 -4.0768 -3.8687
S2 4.1698 -0.7653 -2.2120
O1 3.5807 -1.0713 -0.8512
O2 5.5807 -0.6059 -2.2422
N4 3.4039 0.6250 -2.4491
C33 2.3906 1.0629 -3.2547
S3 2.3009 1.3449 -4.9364
C34 0.7662 2.1105 -4.7057
C35 0.4175 2.1057 -3.3999
N5 1.3388 1.4977 -2.5852
H29 3.0477 -4.7828 -7.0623
H30 2.3365 -5.7235 -5.8409
H31 3.9679 -2.5949 -6.6429
H32 4.6189 -0.9186 -4.9635
H33 2.7574 -3.2735 -1.8919
H34 2.1493 -4.9729 -3.5650
H35 0.2243 2.5016 -5.5497
H36 -0.4928 2.5123 -2.9892

=====

Q:
# C35H36N5O2S3Zr

A structure of composition C35H36N5O2S3Zr (ωB97M-V/def2-TZVPD, the OMol25 dataset).

Output
LUMO energy = -2.89 eV
Net charge = +1
Orbital gap = 0.2945 Ha

Atoms and positions in Å:
Zr1 0.2577 -0.4555 -1.3249
C1 -2.8735 0.2440 -1.5377
N1 -1.9550 -0.5331 -2.3999
C2 -2.5884 -1.8382 -2.6628
C3 -1.7913 0.1759 -3.6926
C4 -1.0360 1.4605 -3.4898
C5 -1.2188 2.5467 -4.3301
C6 -0.4767 3.7033 -4.1224
C7 0.4310 3.7615 -3.0760
C8 0.6032 2.6627 -2.2392
C9 -0.1253 1.4824 -2.4272
H1 -3.8086 0.4463 -2.0701
H2 -2.4292 1.1970 -1.2567
H3 -3.0979 -0.3230 -0.6365
H4 -3.5709 -1.6913 -3.1238
H5 -2.7091 -2.3867 -1.7312
H6 -1.9611 -2.4262 -3.3283
H7 -2.7759 0.3404 -4.1474
H8 -1.2409 -0.4976 -4.3570
H9 -1.9389 2.5018 -5.1398
H10 -0.6152 4.5581 -4.7714
H11 1.0036 4.6645 -2.9062
H12 1.3219 2.7433 -1.4304
C10 -3.4077 3.5141 3.2724
C11 -1.9527 3.1129 2.9922
C12 -1.0622 3.5507 4.1638
C13 -1.4821 3.8375 1.7308
C14 -1.8706 1.5955 2.8465
C15 -2.2670 0.7715 3.9199
C16 -2.2072 -0.6038 3.8586
C17 -1.7316 -1.1845 2.6859
S1 -1.5048 -2.8623 2.2961
C18 -0.9201 -2.4273 0.7392
N2 -0.8931 -1.1278 0.5141
C19 -1.3395 -0.3935 1.6118
C20 -1.4103 0.9971 1.6890
C21 -0.4602 -3.3593 -0.2814
C22 -0.4955 -4.7379 -0.0729
C23 -0.0453 -5.5841 -1.0675
C24 0.4494 -5.0412 -2.2496
C25 0.4977 -3.6626 -2.4302
C26 0.0379 -2.7717 -1.4605
H13 -3.4796 4.5975 3.3797
H14 -3.7841 3.0640 4.1915
H15 -4.0610 3.2085 2.4531
H16 -1.1115 4.6342 4.2823
H17 -0.0215 3.2736 3.9851
H18 -1.3775 3.0994 5.1052
H19 -1.5560 4.9141 1.8867
H20 -2.0984 3.5895 0.8635
H21 -0.4407 3.6078 1.4944
H22 -2.6320 1.2291 4.8297
H23 -2.5182 -1.2089 4.6994
H24 -1.0867 1.5979 0.8493
H25 -0.8745 -5.1498 0.8565
H26 -0.0725 -6.6558 -0.9260
H27 0.8069 -5.7005 -3.0308
H28 0.9115 -3.2829 -3.3582
N3 4.4751 -2.6133 4.7688
C27 4.0667 -1.9098 3.6771
C28 5.0016 -1.4560 2.7309
C29 4.5879 -0.7721 1.6127
C30 3.2292 -0.5306 1.4156
C31 2.2884 -0.9630 2.3463
C32 2.7036 -1.6452 3.4669
S2 2.7441 0.2893 -0.0252
O1 1.3255 0.7302 0.2067
O2 3.6799 1.3009 -0.3978
N4 2.5021 -0.8357 -1.1475
C33 2.6524 -0.5608 -2.4924
S3 4.0173 -0.0357 -3.3775
C34 3.0638 -0.0658 -4.8152
C35 1.7991 -0.4487 -4.5448
N5 1.5658 -0.7302 -3.2191
H29 5.4518 -2.6511 4.9984
H30 3.8323 -2.7830 5.5209
H31 6.0556 -1.6436 2.8902
H32 5.3130 -0.4128 0.8943
H33 1.2389 -0.7401 2.2057
H34 1.9757 -1.9744 4.1980
H35 3.4856 0.2090 -5.7669
H36 1.0004 -0.5353 -5.2643

=====

Relative stability in kJ/mol, measured from the most stable structure: P 165.2; Q 0.0